This record from the OMol25 dataset describes the ion C4H13BO2P with charge +1. The level of theory is wB97M-V/def2-TZVPD.

The total charge is +1. As for the total energy: -18413.122 eV. The calculation puts the HOMO-LUMO gap at 10.515 eV.

Geometry as XYZ:
```
21
C4H13BO2P | the OMol25 dataset | wB97M-V/def2-TZVPD
P -0.14 0.29 -1.47
O 2.25 1.83 -1.15
O 0.35 -1.18 -1.18
C 0.31 2.80 0.22
C 0.76 -1.56 0.17
C -1.74 -1.85 0.74
C -0.35 -1.39 1.20
B 1.00 1.78 -0.70
H -0.36 -0.36 1.58
H -1.48 0.43 -1.10
H 2.84 1.07 -1.21
H -0.43 2.35 0.89
H -0.15 0.37 -2.86
H -1.80 -2.00 -0.33
H -0.25 3.52 -0.39
H -2.51 -1.13 1.03
H -0.04 -2.00 2.06
H -2.01 -2.79 1.20
H 1.07 -2.60 0.07
H 1.64 -0.97 0.43
H 1.04 3.37 0.79
```